# 1
Entry from OMol25: the molecule C5H8O2 (the ωB97M-V functional and the def2-TZVPD basis).

Geometry as XYZ:
```
15
Properties=species:S:1:pos:R:3:forces:R:3
O 0.1995 -1.4906 1.0106 0.35 0.10 0.15
O 1.3794 1.4932 0.6610 0.06 0.14 0.03
C 0.1089 -0.2028 0.4314 -0.03 0.16 -0.15
C -1.1647 -0.2399 -0.3516 -0.11 0.03 -0.52
C 0.3042 0.9400 1.4304 -0.27 -0.03 0.31
C -1.2518 -0.3218 -1.6764 -0.04 0.27 0.33
C 1.3944 0.3592 -0.2153 0.06 -0.20 -0.30
H -0.5336 1.6388 1.5369 0.13 -0.08 0.00
H -0.0371 -2.0738 0.2843 0.02 -0.47 0.13
H -2.0541 -0.3896 0.2602 0.09 0.06 -0.05
H -0.3946 -0.1547 -2.3210 -0.06 -0.16 0.05
H 0.6305 0.5844 2.4143 -0.01 0.05 -0.09
H 2.2695 -0.2836 -0.0474 -0.19 0.08 0.02
H -2.2064 -0.5161 -2.1476 0.04 0.09 -0.08
H 1.3559 0.6573 -1.2698 -0.03 -0.04 0.17
```
Positions in Å, forces in eV/Å.

ΔE to the lowest compared entry with this formula, charge and spin = 2.280 eV
SMILES = C=CC1(O)COC1
HOMO = -9.82 eV

Results of the natural (NBO) charge analysis, in e, for atoms 1 through 2: number 1, O, carries -0.690; number 2, O, carries -0.528

---

# 2
Entry from OMol25: a structure of composition CHBrINO2 (the ωB97M-V functional and the def2-TZVPD basis).

Geometry as XYZ:
```
7
Properties=species:S:1:pos:R:3:forces:R:3
I 1.9451 0.5404 -0.9495 1.17 -0.08 -0.13
Br -0.3953 -1.8646 -1.2513 -0.24 0.45 0.21
O 0.4336 0.9614 1.6035 1.15 1.53 1.91
O -1.2248 -0.4667 1.5988 0.76 0.71 0.40
N -0.3164 0.1975 1.1749 -2.07 -2.54 -4.55
C -0.0125 -0.0779 -0.7791 0.55 0.37 1.74
H -0.4297 0.7100 -1.3973 -1.33 -0.43 0.42
```
Positions in Å, forces in eV/Å.

ΔE to the lowest compared entry with this formula, charge and spin = 1.065 eV
HOMO = -9.75 eV

Results of the natural (NBO) charge analysis, in e, for atoms 1 through 2: number 1, I, carries 0.219; number 2, Br, carries 0.143

---

# 3
Entry from OMol25: a cluster of 9 separate species, C39H64Br2N10O4PS in total (the ωB97M-V functional and the def2-TZVPD basis).

Geometry as XYZ:
```
121
Properties=species:S:1:pos:R:3:forces:R:3
Br 1.2816 -2.1855 1.2992 -0.15 0.76 -1.17
Br -0.7570 3.0266 -0.1378 0.43 -1.30 -0.87
S -0.0202 0.7963 2.0826 -0.24 0.64 -0.74
P 1.8317 -2.6995 -2.1257 2.05 -3.43 -1.52
O 1.1886 -3.2084 -3.5772 0.36 2.12 1.80
O 1.7082 -3.8524 -1.2142 -0.17 1.71 0.00
O 3.4361 -2.3520 -2.4792 -3.67 0.88 0.13
O 2.4806 1.4431 -5.2487 -0.79 0.06 3.05
N -5.3818 -5.7594 4.0849 0.09 0.01 -0.18
N 1.2505 -0.3052 5.7726 -0.22 -0.07 -0.33
N 3.7977 0.6995 -0.6759 -0.20 -0.13 -0.24
N 1.0872 -3.1715 -7.2820 -0.12 0.17 -0.01
N -3.0541 3.8325 2.0996 0.19 -0.02 -0.11
N 0.2187 1.0956 -2.0096 -0.42 0.38 2.18
N -6.9754 0.3587 2.8575 -0.03 0.19 -0.14
N -1.9328 2.9997 -4.6245 0.19 -0.14 0.01
N 5.2185 -2.8104 3.5060 -0.09 0.20 0.02
N 0.7502 -0.0443 -2.3208 1.01 -2.63 -1.21
C 3.4923 1.6824 -0.1662 -0.31 0.49 0.55
C 1.3504 1.3302 -4.3424 1.71 1.14 0.77
C -5.4817 4.8139 -0.5462 -0.03 -0.01 -0.08
C 4.3087 -4.6300 -8.4184 0.04 0.01 -0.03
C 4.3574 -4.2739 -6.9365 0.20 -0.03 -0.27
C 3.0449 -4.5758 -6.2072 -0.20 0.53 -0.39
C 3.4494 2.3567 5.4429 0.17 0.03 -0.32
C -2.7305 5.2360 -3.4885 0.26 -0.22 -0.45
C -3.7131 -0.7512 3.1792 0.29 0.03 -0.28
C -1.8273 6.3954 -3.9186 0.29 0.15 -0.02
C -4.1882 3.7643 1.9379 -0.82 -0.02 0.18
C 4.1759 1.5293 4.3861 -0.02 0.04 -0.02
C 0.2746 0.3786 0.3818 0.87 -2.00 -1.50
C -7.0706 -4.9462 5.9333 0.07 -0.34 -0.46
C -6.1261 -0.2604 3.3162 0.40 -0.56 0.55
C -0.0173 1.3258 -0.7238 0.07 -0.43 1.98
C 0.8546 -0.9193 -0.0724 -0.53 1.43 -0.68
C 2.9504 1.5145 6.6210 -0.32 -0.16 -0.37
C -6.1171 -5.4061 4.8907 -0.29 0.31 0.75
C -5.0208 -1.0545 3.9118 -0.20 0.38 -0.29
C 1.0368 -0.1979 -3.7945 0.61 3.63 -1.54
C 5.9245 -4.7712 1.8969 0.03 0.54 0.12
C -0.3691 6.1895 -3.5224 0.04 0.03 0.00
C 1.9368 -3.7814 -6.8115 0.52 -0.66 0.60
C -3.7682 -1.1037 1.6967 0.02 -0.02 -0.04
C 1.0872 -1.1086 -1.5145 -1.00 1.69 2.80
C -2.2824 3.9745 -4.1314 -0.44 0.49 0.49
C 6.1284 -4.2318 0.4786 -0.12 0.16 -0.23
C -8.5079 -5.0518 5.4157 -0.25 0.10 -0.21
C 5.5249 -3.6661 2.8065 0.21 -0.78 -0.25
C 5.4900 3.8279 0.4652 0.02 0.01 -0.01
C -5.9679 3.5940 0.2294 0.03 0.13 -0.30
C 2.7481 1.9320 -3.8256 -3.74 -2.32 -2.15
C 3.0969 2.9557 0.4939 0.38 -0.30 -0.37
C 4.8640 -3.6074 -0.0990 0.12 -0.09 0.04
C -8.7572 -4.1953 4.1787 -0.02 0.00 -0.02
C -5.6563 3.6756 1.7263 0.48 -0.13 -0.15
C 4.0392 4.0880 0.0740 0.34 0.15 -0.06
C 1.9913 0.4874 6.1424 0.51 0.46 0.55
H -2.8058 -0.8972 1.2217 -0.01 -0.04 0.01
H 2.4512 2.1504 7.3539 -0.04 -0.14 0.01
H 6.9269 -3.4851 0.4774 0.03 -0.11 0.08
H 0.1865 -0.2961 2.8953 0.24 0.08 -1.20
H 3.1220 2.8200 1.5777 0.00 -0.14 -0.06
H 3.5160 0.7854 3.9330 0.04 -0.05 0.08
H 6.8481 -5.2193 2.2670 -0.09 0.04 0.12
H 5.1650 -4.8363 -6.4616 -0.10 0.03 0.10
H -6.1327 4.5518 2.1709 0.11 -0.01 0.03
H 4.0792 -5.6891 -8.5597 0.01 0.05 -0.02
H 0.1618 -0.5633 -4.3694 0.64 -0.21 0.67
H 4.0450 -4.3303 -0.1251 0.00 0.07 -0.02
H 0.4673 2.0466 -4.4435 1.29 -1.30 -0.32
H 0.0594 5.3102 -4.0092 -0.06 -0.01 0.03
H 5.8878 2.9400 -0.0309 -0.04 0.00 0.05
H -5.7508 4.7254 -1.6005 -0.03 0.03 0.05
H 4.5426 -2.7423 0.4876 0.00 -0.04 0.03
H 2.0033 -0.7023 -3.9985 -0.96 -0.18 0.31
H 5.0343 1.0089 4.8161 -0.05 -0.02 -0.09
H 3.0866 1.1464 -3.1231 1.03 1.07 -0.61
H 3.7853 1.0166 7.1179 -0.08 -0.07 -0.03
H -6.9446 -5.5637 6.8243 0.13 0.03 -0.06
H -8.7395 -6.0934 5.1793 0.07 0.02 0.11
H 3.1326 -4.3171 -5.1507 -0.16 0.00 -0.04
H 3.7055 5.0180 0.5397 -0.13 -0.10 -0.02
H 4.5385 2.1739 3.5822 0.06 -0.01 0.06
H 4.1263 3.1270 5.8193 -0.10 -0.03 0.10
H -2.1932 7.3183 -3.4630 -0.10 -0.09 -0.02
H 5.5862 3.6903 1.5452 0.03 0.00 -0.05
H -8.5473 -3.1416 4.3820 -0.03 -0.03 -0.03
H 3.4347 -1.3746 -2.5675 0.89 -0.36 0.06
H -3.9977 -2.1625 1.5535 0.01 0.05 -0.02
H -0.2704 6.0665 -2.4401 0.02 0.00 -0.03
H -5.9309 5.7309 -0.1572 0.05 -0.02 -0.04
H 2.0724 3.1849 0.2041 -0.05 -0.05 0.02
H 2.8030 -5.6383 -6.2764 -0.09 0.07 -0.03
H -6.8346 -3.9139 6.2009 0.06 -0.04 -0.04
H 4.6012 -3.2129 -6.8343 -0.04 -0.05 0.10
H -6.0350 2.7880 2.2382 0.08 0.05 0.05
H -3.4689 0.3102 3.2828 -0.04 -0.04 0.11
H -4.9281 -0.7988 4.9687 -0.13 0.01 -0.04
H 3.5569 -4.0419 -8.9487 -0.02 -0.05 0.05
H 3.9835 4.2331 -1.0085 -0.11 0.00 0.05
H -4.3946 4.9155 -0.4955 -0.03 0.02 0.09
H -3.7631 5.4342 -3.7809 0.02 -0.14 0.02
H -1.8858 6.5270 -5.0018 -0.11 -0.02 0.06
H 5.2714 -4.4261 -8.8897 -0.04 -0.05 0.02
H 2.6060 2.8715 4.9737 -0.02 0.02 0.15
H 5.1481 -5.5390 1.9079 -0.01 0.07 0.07
H -7.0471 3.4950 0.0969 0.05 -0.07 0.13
H -9.1940 -4.7421 6.2074 0.11 -0.06 0.05
H -5.2630 -2.1176 3.8406 -0.08 0.06 -0.04
H -5.5086 2.6970 -0.1950 -0.07 -0.03 0.11
H 6.4530 -5.0486 -0.1704 0.03 -0.03 0.13
H -8.1369 -4.5135 3.3379 0.03 0.02 0.06
H -4.5222 -0.5145 1.1702 -0.02 -0.04 0.05
H 5.0406 -3.2611 -1.1149 0.04 -0.09 0.07
H 0.2308 7.0502 -3.8217 -0.02 -0.03 0.05
H 0.2428 -3.3742 -3.4025 0.27 -0.31 -0.34
H -9.7981 -4.2784 3.8629 0.04 0.05 0.02
H -2.7040 5.1109 -2.4037 0.00 -0.10 -0.05
H -2.9029 -1.3149 3.6488 -0.11 0.01 0.11
H 2.8831 3.0229 -3.7401 0.02 -0.91 0.09
H 6.1183 4.6705 0.1738 -0.03 -0.03 0.05
```
Positions in Å, forces in eV/Å.

HOMO = -12.75 eV
total charge = +1

Results of the Löwdin charge analysis, in e, for atoms 1 through 2: number 1, Br, carries 0.890; number 2, Br, carries 0.783

---

# 4
Entry from OMol25: a cluster of 2 separate species, C3H7NO3 in total (the ωB97M-V functional and the def2-TZVPD basis).

Geometry as XYZ:
```
14
Properties=species:S:1:pos:R:3:forces:R:3
O -1.2749 0.8675 -1.0188 -0.13 -1.40 0.19
O -2.7625 -0.6249 0.1343 0.51 -0.36 -1.53
O 1.6171 -1.6333 1.0294 -0.83 2.05 -0.43
N -1.7612 -0.2454 1.1006 1.06 -0.51 -0.88
C 1.4172 -0.4330 0.8421 1.78 -1.79 0.73
C -1.4421 -0.3763 -0.3518 -2.51 1.99 1.92
C 1.9391 0.2985 -0.3629 -0.83 0.03 -0.22
H -2.0150 0.7280 1.2712 0.52 0.24 -0.16
H 1.3936 1.2372 -0.4812 0.13 -0.02 -0.09
H -0.9163 -1.2521 -0.7214 0.20 0.30 0.16
H 1.0374 0.2114 1.6564 -0.37 -0.24 -0.03
H 2.9988 0.5203 -0.2217 -0.03 -0.12 0.03
H 1.7902 -0.3171 -1.2531 0.25 0.08 0.04
H -2.0215 1.0190 -1.6229 0.24 -0.26 0.27
```
Positions in Å, forces in eV/Å.

ΔE to the lowest compared entry with this formula, charge and spin = 4.800 eV
SMILES = O[C@H]1NO1.CC=O
HOMO = -9.91 eV

Results of the natural (NBO) charge analysis, in e, for atoms 1 through 2: number 1, O, carries -0.731; number 2, O, carries -0.390

---

Listing HOMO-LUMO gap for the structures above in their given order: 0.3942, 0.3476, 0.2901, 0.3869 Ha.